(1)
Entry from OMol25: a structure of composition C28H29N5O5RhS (ωB97M-V/def2-TZVPD).

Computed properties:
HOMO level (alpha / beta) = -10.8 / -10.9 eV
Total charge = +1
ΔE to the lowest compared entry with this formula, charge and spin = 16.47 kcal per mole
Frontier orbital gap (alpha / beta) = 7.51 / 6.37 eV
Multiplicity = 5
Expectation value of S² = 6.01

Each line ends with the Löwdin spin population.
Cartesian coordinates (Å):
1 H -1.52682 -5.06973 0.91525  0.001
2 C -6.09695 2.98815 4.56338  0.000
3 H -4.07089 4.14551 3.18246  0.000
4 C 3.39342 -2.30347 -1.58726  0.003
5 O -2.64789 2.06413 -1.00850  0.005
6 C 4.12110 -2.88277 -0.55220  -0.002
7 C 2.51505 2.14243 1.99763  0.008
8 C -3.75087 2.75036 1.59448  0.001
9 H 1.68313 -1.07094 -2.02999  0.000
10 C -1.72712 -4.02045 0.75780  0.007
11 C -3.00336 -3.56142 0.43199  -0.001
12 N 1.90191 -1.34158 0.00006  0.090
13 C -3.24014 -2.21942 0.22896  0.003
14 C -0.41968 2.33637 2.76681  0.006
15 H -6.73525 2.22649 5.00780  0.000
16 H -6.72159 3.85099 4.32507  0.000
17 C 0.05810 1.49569 -1.38523  0.361
18 H 2.71471 1.65619 4.05714  0.000
19 O -0.63258 0.94960 2.41234  0.085
20 C 2.59807 -1.90293 0.98950  0.009
21 H -1.55573 0.81372 2.13011  0.000
22 C 5.27812 -3.67824 -0.83766  0.000
23 H -1.34285 2.73295 3.18770  0.002
24 H -4.21011 -1.85396 -0.06351  0.001
25 N 6.20682 -4.31382 -1.06298  -0.001
26 C -4.37624 3.20252 2.74379  0.000
27 C -0.39358 3.46160 -2.60082  0.037
28 H -1.47730 3.52393 -2.62496  0.001
29 O -0.03082 2.78084 -1.35583  0.075
30 H -6.62755 0.71709 3.15848  0.000
31 C -4.15955 1.55488 1.01903  0.003
32 C -2.16187 -1.33434 0.37022  0.014
33 O -4.21712 0.14131 -1.16846  0.012
34 C 3.91265 3.69091 0.81409  0.003
35 H 0.38074 1.96697 4.71681  0.000
36 H -5.53440 -0.08854 1.10096  0.000
37 H -2.97147 3.33181 1.11752  0.000
38 H 2.62069 1.28512 -1.15232  0.003
39 H 3.67730 -2.44519 -2.61972  0.001
40 C 3.67817 2.96405 -0.34325  0.002
41 N -2.11596 0.02656 0.23825  0.121
42 C -0.71643 -3.09354 0.86697  0.011
43 S -3.30300 0.93592 -0.39984  0.013
44 H 4.25569 -3.12126 1.58992  0.001
45 H 4.13264 3.23459 -1.28556  0.000
46 C -5.19562 0.82264 1.57619  0.001
47 C 3.33052 3.26934 1.99413  0.004
48 C -5.81264 1.28548 2.72799  0.000
49 N -0.93498 -1.78861 0.69105  0.108
50 H 2.24377 -1.71868 1.99677  0.002
51 H -0.18361 2.89779 1.85796  0.001
52 H 3.52063 3.79115 2.92289  0.001
53 H -5.37194 3.30698 5.31280  0.000
54 Rh 0.20319 0.13099 0.46967  2.596
55 H 1.68363 0.56968 3.14983  0.000
56 C 2.83631 1.87353 -0.26857  0.014
57 H 4.55584 4.56073 0.79942  0.000
58 C -5.41199 2.47548 3.33176  0.001
59 H 0.95989 3.43862 3.95204  0.000
60 O 0.11871 0.70991 -2.29257  0.300
61 H -0.01412 2.89680 -3.44872  0.006
62 H -3.81936 -4.26456 0.32705  0.000
63 C 2.28873 -1.53751 -1.26255  0.005
64 H 0.06383 4.44268 -2.54208  0.002
65 C 1.94498 1.61999 3.28518  0.001
66 N 2.24753 1.47226 0.86552  0.077
67 C 0.71276 2.39024 3.76761  0.001
68 C 3.71445 -2.68183 0.76487  0.004
69 H 0.29790 -3.38834 1.10430  0.001


(2)
Entry from OMol25: a structure of composition C28H30Br2CdN7O3S (ωB97M-V/def2-TZVPD).

Computed properties:
HOMO level = -4.7 eV
Total charge = -1
ΔE to the lowest compared entry with this formula, charge and spin = 22.95 kcal per mole
Frontier orbital gap = 7.00 eV
Multiplicity = 1

Each line ends with the Mulliken charge.
Cartesian coordinates (Å):
1 C 0.64312 1.98422 -3.20336  -1.236
2 S -5.09806 0.03094 2.40509  -0.293
3 C 0.95205 -4.52177 0.65876  -0.931
4 H 5.25862 -0.12142 -1.83421  0.474
5 C 4.46199 -0.04587 2.74862  0.421
6 H -7.94043 -0.90809 1.70544  0.314
7 C -7.95482 0.13262 1.27044  -1.183
8 C 0.50399 -0.41356 -3.63708  -1.075
9 H -7.86098 0.78083 2.17449  0.317
10 C 4.28149 -0.46269 -1.44763  -1.240
11 H 1.56870 -0.63330 -3.51013  0.146
12 H -1.24048 -5.63708 -0.10960  0.263
13 C 1.96385 0.48996 2.61126  0.158
14 H -1.36842 0.46972 2.32476  0.081
15 N -4.41554 0.29973 -0.07365  -0.596
16 C 0.09971 -2.58829 -0.60893  -0.174
17 H -1.65892 1.57161 -2.09542  0.444
18 C -1.83241 -2.83472 -1.97263  0.560
19 N -3.25514 0.23267 0.52510  0.094
20 Br 0.39590 1.11606 4.96509  -0.228
21 H -6.91401 1.39972 -0.12474  0.193
22 C 5.61695 -0.37835 2.02056  -0.699
23 C 1.13232 5.31240 -1.47295  -0.464
24 H -8.94417 0.26113 0.79153  0.338
25 H -1.86490 0.77457 -3.66321  0.271
26 N -0.03501 -3.94562 -0.20305  0.170
27 N -0.77232 -2.08224 -1.44552  0.051
28 C 1.25079 4.94251 -0.10886  -0.587
29 H -2.38487 -0.07147 3.63551  0.189
30 Cd 1.07855 0.40187 -0.36544  1.264
31 O -2.75376 -2.30722 -2.67716  -0.721
32 N 0.06685 0.71266 -2.76715  1.090
33 C -1.10837 -4.63735 -0.53842  0.202
34 H 6.42220 -0.96477 0.15973  0.504
35 C -6.87038 0.36722 0.22087  0.107
36 H 6.51693 -0.47702 2.58034  0.368
37 C 0.83676 4.33964 -2.39091  -0.769
38 H 1.98056 -4.54474 0.21493  0.251
39 C -1.98254 -4.16195 -1.46603  -0.949
40 N 3.21900 -0.01652 0.65141  0.525
41 C -3.36092 0.11595 1.88554  0.266
42 Br 5.88020 -0.17655 5.22395  -0.286
43 H 1.13997 6.33842 -1.86945  0.300
44 H -0.05801 -1.30019 -3.32658  0.252
45 C 5.57194 -0.60084 0.66653  -1.060
46 C 0.71349 2.99905 -2.04364  1.075
47 C -1.41139 0.70623 -2.67573  -0.804
48 C 4.33132 -0.35883 0.02858  0.709
49 H 1.32222 3.30235 1.27681  0.526
50 H 1.19890 5.77850 0.61373  0.309
51 C 0.92276 2.58602 -0.72140  -0.478
52 O 0.89289 0.62837 1.97760  -0.474
53 N -2.31744 0.24260 2.71854  -0.216
54 C 3.11645 0.33083 4.75892  -0.229
55 C 1.95821 0.61685 4.07184  -0.404
56 H -6.89564 -0.22625 -0.65596  0.266
57 H 1.67652 1.88441 -3.63894  0.389
58 H 0.77643 -5.51722 1.01642  0.354
59 C 1.22109 3.59895 0.25279  -0.212
60 H -1.74425 -0.24735 -2.14838  -0.163
61 H 0.64611 4.49293 -3.45501  0.318
62 H 3.44224 0.02661 -1.99797  -0.070
63 H 3.20773 0.49622 5.83525  0.323
64 C 3.25431 0.16972 1.98179  -0.368
65 C 4.30909 0.01638 4.15292  0.166
66 O 0.98173 -1.91344 -0.04093  -0.893
67 C -5.47793 0.15967 0.69809  0.061
68 H 4.24038 -1.55891 -1.69567  0.252
69 H 0.20822 -0.16932 -4.66884  0.359
70 H -2.89094 -4.75249 -1.70508  0.317
71 H 0.02468 2.33116 -3.98169  0.483
72 H 1.12484 -3.86589 1.51809  0.280


(3)
Entry from OMol25: a structure of composition C28H30Cl2FIrNO2S4 (ωB97M-V/def2-TZVPD).

Computed properties:
HOMO level = -9.6 eV
Total charge = +1
ΔE to the lowest compared entry with this formula, charge and spin = 88.99 kcal per mole
Frontier orbital gap = 4.78 eV
Multiplicity = 1

Each line ends with the natural charge from an NBO analysis.
Cartesian coordinates (Å):
1 H -1.20244 4.11831 6.71519  0.417
2 C -0.35622 1.08537 2.90718  0.830
3 C -3.90997 2.48117 -1.44469  -0.272
4 C -2.09271 4.67468 4.99889  0.094
5 H 2.30924 2.31055 -1.03056  0.246
6 H -2.94143 4.74459 0.88106  0.249
7 S -1.66453 -1.42700 -1.64800  0.345
8 S 2.04394 1.09914 0.94736  0.488
9 C -2.15238 2.41826 6.02746  0.155
10 H -0.88964 3.40415 0.77267  0.223
11 C -3.21266 4.59918 4.14403  -0.083
12 H -0.79266 -3.24253 1.25629  0.251
13 H -0.94269 7.72305 3.97992  0.233
14 C -0.81397 -2.87095 -0.87776  -0.537
15 H -3.25914 -1.25453 6.26593  0.216
16 H -4.76498 2.24235 -2.05755  0.243
17 H -4.39163 5.55816 2.65923  0.235
18 Cl 0.10859 5.94679 5.91858  -0.001
19 C -1.64870 2.00763 -0.69223  -0.041
20 H 3.57249 -0.75404 0.76184  0.230
21 C -1.17695 2.08258 3.74281  -0.543
22 H -0.42423 -2.19027 -3.54566  0.245
23 C -2.28410 0.22626 5.07458  -0.152
24 S 1.42486 -0.71116 -1.70444  0.331
25 C 1.95056 -1.54304 1.97270  -0.549
26 S 1.49603 -2.74481 0.66659  0.188
27 C -2.87763 3.89262 0.22310  -0.269
28 C -2.92630 -0.22962 6.21503  -0.232
29 C -1.58051 6.85498 4.02150  -0.239
30 C -3.50641 5.63222 3.26971  -0.224
31 H -2.72993 0.90378 -2.20492  0.201
32 F -5.10385 4.24635 -0.43883  -0.311
33 Cl -4.30411 3.25672 4.20855  0.027
34 O 0.86281 1.02573 3.07507  -0.683
35 C -0.74608 -1.19829 -3.23213  -0.535
36 H -2.93637 2.63810 8.00421  0.222
37 H -1.92494 2.49053 3.05855  0.239
38 C -3.96641 3.53636 -0.55290  0.414
39 H -2.94313 7.55541 2.52931  0.226
40 H 1.03687 -0.31626 -4.05699  0.245
41 C -2.69831 6.75490 3.20682  -0.239
42 C 2.87910 1.45092 -0.67658  -0.564
43 C -1.29029 5.83399 4.90076  0.016
44 H -1.48037 -0.83070 -3.94845  0.262
45 Ir -0.26363 0.50569 -0.09204  0.765
46 C -0.33002 -2.57132 0.53421  -0.541
47 N -1.79542 3.76638 5.96927  -0.614
48 O -0.99754 0.43306 2.02894  -0.771
49 H 0.01923 -3.14292 -1.52333  0.241
50 H -0.58931 -1.54041 0.81154  0.221
51 C -3.13946 0.62516 7.28711  -0.197
52 C 2.88232 -0.42214 1.53362  -0.535
53 C -2.74793 1.94468 7.19684  -0.218
54 H 0.07696 0.80362 -3.03733  0.241
55 C -1.72848 3.12546 0.14716  -0.261
56 C 0.42054 -0.22507 -3.16083  -0.535
57 H -2.09474 -0.44801 4.25508  0.201
58 H 3.89732 1.77248 -0.45858  0.250
59 H -1.54107 -3.68067 -0.87533  0.256
60 C 2.90197 0.35770 -1.73122  -0.548
61 H 2.99205 0.78770 -2.72769  0.257
62 H 1.04016 -1.13132 2.39655  0.270
63 H 2.44930 -2.12953 2.74260  0.252
64 C -1.88075 1.54733 4.95556  -0.031
65 C -2.74969 1.73189 -1.50986  -0.276
66 H 3.74042 -0.32364 -1.57992  0.246
67 H -0.48502 2.87795 4.02996  0.243
68 H -3.62951 0.26888 8.17897  0.221
69 H 3.43644 -0.09063 2.41327  0.266


The records above yield strongest force on any atom values of 0.34 4.02 3.30 eV/Å, respectively.